Formula: C29H50Cl4KN2NaO7
Source: the Open Molecules 2025 dataset
Level of theory: ωB97M-V/def2-TZVPD

The geometry in XYZ format:
```
94
Properties=species:S:1:pos:R:3:mulliken_charge:R:1
K 4.4169 -6.1332 0.3671 0.940
Cl -2.2700 -0.4719 -3.5841 0.010
Cl 0.3860 5.5659 1.7827 -0.247
Cl -1.5207 -2.4943 -5.5216 -0.118
Cl -3.1993 -0.2665 -6.3276 -0.133
Na -3.7933 3.3374 -0.0519 0.895
O -3.7355 -4.9791 3.1236 -0.333
O 0.6471 7.3716 -1.7444 -0.591
O 0.0496 -9.9328 0.5731 -1.041
O 2.8750 11.0877 -3.5490 -0.570
O 2.2292 7.3176 0.3718 -0.507
O 4.4955 10.9850 -1.4837 -0.624
O 0.8891 1.0859 -2.7879 -0.485
N 0.6748 -6.6222 2.2298 -0.297
N -0.8032 1.1219 -0.4733 -0.133
C 0.6769 -3.3418 -0.4014 -0.827
C -1.0242 1.0801 1.0118 -0.152
C 2.5739 -2.6261 1.1832 -0.886
C 0.2947 1.2074 1.7785 -0.596
C 1.5445 -3.7122 0.8147 0.988
C 2.6608 10.1379 -2.6480 0.402
C -4.4248 -3.8302 2.6908 -1.008
C -1.5132 -3.9118 0.8509 0.605
C -0.7059 -3.9983 -0.4559 -1.061
C 1.5630 -7.1359 1.7222 0.555
C 2.4511 8.2485 -0.5423 0.263
C 0.8486 1.3335 -3.9680 0.809
C 2.7047 -7.7673 1.0687 -1.194
C 1.9301 0.8798 -4.9188 -1.190
C -2.9595 -3.4385 0.6626 -0.747
C -3.5196 -2.8325 1.9647 -0.238
C -1.0492 4.5152 2.0332 -0.586
C -1.3019 3.6413 0.8048 -0.276
C 2.1365 -1.6102 2.2526 -0.966
C 0.4043 0.1487 2.8868 -1.193
C 0.6607 -1.2257 2.2445 0.795
C 1.5081 8.2303 -1.7178 1.090
C -0.2992 2.1147 -4.5557 -0.969
C 1.6744 9.2382 -2.7515 -1.106
C 3.4399 9.1497 -0.4436 -0.953
C -2.7791 -1.3702 -5.0122 -0.150
C 3.6180 10.1414 -1.4866 1.063
C -1.9197 2.2383 1.2783 -0.831
C -2.8802 -4.7527 4.2192 -0.531
H -2.8471 2.0714 0.6970 0.067
H 3.6475 11.5919 -3.2287 0.365
H 2.9104 -2.1263 0.2727 0.412
H 1.5044 0.2290 -5.6846 0.317
H -1.9645 4.2090 0.1130 0.240
H -0.6535 -5.0219 -0.8277 0.371
H 2.3922 1.7431 -5.4004 0.340
H 3.5907 -7.6801 1.7079 0.285
H -2.7044 -2.5830 2.6429 0.083
H -3.3197 -4.0596 4.9428 0.319
H -5.1570 -4.1908 1.9679 0.412
H 0.3872 2.1910 2.2578 0.068
H 2.6897 0.3310 -4.3669 0.307
H -2.6699 -5.7016 4.7028 0.257
H 2.9030 -7.2816 0.1177 0.258
H 0.0095 -9.0006 0.8256 0.144
H -0.3808 3.5055 0.2503 0.258
H -1.4817 -4.8801 1.3491 0.384
H 0.9769 -4.0072 1.6926 0.191
H 0.1759 1.0333 -0.7006 0.172
H -1.8956 5.1625 2.2455 0.411
H -1.9265 -4.3355 3.8811 0.086
H 1.1802 0.4021 3.6187 0.447
H 0.9838 9.2269 -3.5828 0.407
H -3.5941 -4.2792 0.3818 0.367
H 1.2224 -3.6796 -1.2869 0.428
H 0.0650 3.0361 -5.0146 0.427
H -3.6610 -1.9427 -4.7590 0.365
H -1.2497 0.3092 -0.8831 -0.094
H 2.1189 -4.6003 0.5289 -0.733
H -4.0826 -1.9240 1.7528 0.374
H -0.9974 2.3686 -3.7611 0.171
H 2.4284 -1.9537 3.2449 0.389
H 0.1194 -1.9574 2.8457 0.047
H -1.0174 -3.1987 1.5059 -0.784
H 2.7204 -0.7007 2.0787 0.375
H -2.9586 -2.6964 -0.1362 0.462
H -1.2710 -3.4518 -1.2169 0.403
H -2.1729 2.3373 2.3381 0.310
H -0.5314 0.0862 3.4417 0.391
H 0.2259 -1.1720 1.2506 -0.356
H 3.4556 -3.1370 1.5963 0.205
H -4.9466 -3.3355 3.5182 0.389
H -0.8593 3.9028 2.9069 0.330
H 2.4774 -8.8287 0.8946 0.397
H 0.5860 -2.2597 -0.4684 0.300
H 1.1469 1.0424 1.1117 0.445
H 1.4618 6.7974 0.0574 0.284
H 4.1229 9.1708 0.3935 0.436
H -0.8149 1.5137 -5.3056 0.189
```

* multiplicity: 1
* total energy: -119017.721 eV
* strongest force on any atom: 3.47 eV Å⁻¹
* total charge: 0
* highest occupied orbital energy: -4.726 eV